# 1
Here is a 10-piece molecular cluster, C13H46O11 overall from the OMol25 dataset. Energies are from the ωB97M-V functional and the def2-TZVPD basis.

Last column: Löwdin charge in e.
Cartesian coordinates (Å):
C -1.17 -9.02 -7.20  -0.052
C -1.68 -10.34 -7.82  -0.485
C -1.26 -10.41 -9.25  -0.062
O -1.06 -11.36 -7.03  -0.051
H -1.46 -8.19 -7.84  0.070
H -0.08 -8.98 -7.22  0.081
H -1.52 -8.85 -6.19  0.076
H -2.74 -10.54 -7.69  0.141
H -1.75 -9.70 -9.91  0.067
H -1.64 -11.34 -9.67  0.056
H -0.19 -10.32 -9.42  0.092
H -1.64 -12.11 -7.18  0.032
O 0.02 -12.01 -16.02  -0.077
C 1.31 -12.03 -15.54  -0.221
C 1.26 -12.70 -14.11  -0.220
O 0.62 -11.87 -13.17  -0.075
H -0.61 -11.54 -15.47  0.054
H 1.99 -12.52 -16.23  0.123
H 1.70 -11.01 -15.47  0.116
H 2.22 -13.00 -13.69  0.112
H 0.69 -13.63 -14.15  0.107
H 1.25 -11.58 -12.50  0.083
C -6.54 -13.54 -13.57  -0.114
O -5.48 -13.34 -14.59  -0.143
H -7.50 -13.35 -14.03  0.070
H -6.55 -14.57 -13.19  0.051
H -6.49 -12.82 -12.75  0.068
H -4.68 -13.57 -14.11  -0.012
C -3.09 -11.15 -15.80  -0.136
O -2.14 -10.34 -15.19  -0.125
H -3.67 -11.77 -15.12  0.062
H -3.69 -10.57 -16.50  0.095
H -2.52 -11.87 -16.39  0.072
H -2.56 -9.56 -14.82  0.029
C -1.90 -14.98 -16.57  -0.160
O -0.73 -14.45 -17.20  -0.122
H -1.69 -15.98 -16.21  0.068
H -2.26 -14.41 -15.70  0.056
H -2.74 -15.01 -17.26  0.077
H -0.73 -13.56 -16.84  0.014
C -1.99 -14.38 -8.45  -0.136
O -2.46 -13.97 -7.15  -0.116
H -1.99 -13.60 -9.21  0.049
H -1.00 -14.82 -8.35  0.082
H -2.52 -15.26 -8.82  0.076
H -3.12 -14.60 -6.86  0.085
C -5.01 -16.42 -11.58  -0.166
O -5.00 -17.78 -11.13  -0.115
H -5.94 -15.89 -11.36  0.071
H -4.27 -15.82 -11.05  0.066
H -4.77 -16.41 -12.65  0.079
H -5.82 -18.16 -11.44  0.072
C -2.29 -8.51 -12.73  -0.155
O -2.93 -8.05 -13.89  -0.118
H -2.52 -7.86 -11.89  0.083
H -2.60 -9.53 -12.50  0.071
H -1.21 -8.49 -12.92  0.095
H -3.68 -7.51 -13.64  0.096
C -0.58 -15.68 -11.64  -0.151
O -1.48 -16.07 -12.63  -0.098
H -0.48 -16.27 -10.74  0.080
H 0.43 -15.60 -12.05  0.087
H -0.79 -14.72 -11.17  0.067
H -1.11 -16.80 -13.14  0.111
C -2.97 -12.95 -12.42  -0.134
O -3.15 -14.04 -13.28  -0.148
H -3.86 -12.32 -12.36  0.086
H -2.60 -13.33 -11.47  0.059
H -2.18 -12.32 -12.84  0.072
H -2.59 -14.79 -13.06  0.029

Values from the calculation:
E_tot, eV: -36744.8094
Relative energy (zero: lowest compared OMol25 entry of this formula, charge and spin), eV: 0.000
Total charge: 0
SMILES: CC(C)O.OCCO.CO.CO.CO.CO.CO.CO.CO.CO
E_HOMO, eV: -9.48
Multiplicity: 1
Lowest unoccupied orbital energy, eV: 0.3
HOMO-LUMO gap, eV: 9.8034

=====

# 2
Here is a 8-piece molecular cluster, C13H47B2NO5 overall from the OMol25 dataset. Energies are from the ωB97M-V functional and the def2-TZVPD basis.

Last column: Mulliken spin population.
Cartesian coordinates (Å):
N -0.13 0.06 0.44  0.114
H -1.03 0.12 0.89  0.056
H 0.48 -0.66 0.79  0.029
H 0.25 0.98 0.63  0.011
H -0.26 0.04 -0.56  -0.065
B -0.23 1.93 -2.26  -0.030
H -1.17 2.10 -1.77  0.000
H -0.14 2.77 -2.94  0.000
H 0.54 1.95 -1.51  0.001
H -0.29 0.96 -2.74  -0.001
B 2.09 -0.78 -2.39  -0.029
H 2.11 -0.56 -3.45  0.001
H 1.22 -0.31 -1.96  0.000
H 1.95 -1.83 -2.21  0.003
H 2.93 -0.45 -1.80  0.000
C 0.17 2.92 2.46  0.025
O 0.74 2.73 1.23  -0.012
H -0.91 3.07 2.36  0.004
H 0.37 2.02 3.04  0.006
H 0.43 3.80 3.05  -0.007
C 4.02 1.04 1.54  0.007
C 4.07 2.17 0.55  -0.006
C 5.35 2.25 -0.24  0.000
O 2.99 1.98 -0.43  0.000
H 4.34 0.08 1.13  0.000
H 3.05 0.81 1.98  0.002
H 4.51 1.34 2.47  -0.003
H 3.87 3.16 0.97  0.000
H 5.51 1.31 -0.76  -0.001
H 6.29 2.45 0.27  0.000
H 5.22 3.16 -0.83  0.000
H 2.19 2.07 0.10  0.003
C -3.17 0.05 -3.97  0.151
C -3.52 -0.19 -2.55  -0.088
C -4.43 -1.38 -2.43  1.072
O -2.27 -0.43 -1.98  -0.552
H -2.74 -0.90 -4.28  -0.048
H -2.51 0.86 -4.26  0.037
H -4.10 0.22 -4.52  0.005
H -4.03 0.73 -2.25  -0.165
H -5.02 -1.16 -1.54  0.008
H -3.77 -2.24 -2.37  0.056
H -5.04 -1.38 -3.34  -0.315
H -1.69 0.15 -2.48  -0.001
C 0.95 -3.29 2.17  0.302
C 1.97 -2.87 1.08  -0.197
C 2.90 -3.82 0.27  0.000
O 1.14 -2.16 0.24  -0.157
H 0.44 -2.52 2.74  0.054
H 1.37 -3.98 2.90  -0.141
H 0.17 -3.90 1.72  0.068
H 2.72 -2.29 1.61  0.022
H 2.27 -4.57 -0.21  0.005
H 3.55 -4.30 0.99  -0.030
H 3.52 -3.15 -0.33  0.020
H 1.54 -2.18 -0.63  0.027
C -2.69 0.36 3.29  0.206
C -3.44 -0.32 2.12  2.291
C -4.16 0.71 1.32  0.837
O -2.55 -0.95 1.20  -2.240
H -2.51 1.43 3.19  0.125
H -1.68 -0.04 3.41  0.402
H -3.17 0.33 4.26  -0.997
H -4.15 -1.03 2.55  0.288
H -3.62 1.57 0.92  0.324
H -4.92 1.13 1.98  -0.795
H -4.83 0.32 0.55  -0.463
H -3.05 -1.50 0.60  0.774

Values from the calculation:
E_tot, eV: -27310.0771
Total charge: -3
E_HOMO (spin up / spin down), eV: 4.71 / 1.05
Multiplicity: 2
Lowest unoccupied orbital energy (spin up / spin down), eV: 6.7 / 6.7
HOMO-LUMO gap (spin up / spin down), eV: 2.0377 / 5.6710

=====

# 3
Here is a 11-piece molecular cluster, C13H48N2O11 overall from the OMol25 dataset. Energies are from the ωB97M-V functional and the def2-TZVPD basis.

Last column: Löwdin charge in e.
Cartesian coordinates (Å):
N -2.03 3.85 2.43  0.148
C -1.11 3.00 2.56  -0.702
N -0.94 2.25 1.51  0.156
O -0.52 2.74 3.75  -0.100
H -2.13 4.58 3.16  0.150
H -2.78 3.73 1.70  0.145
H -0.29 1.44 1.46  0.067
H -1.45 2.63 0.67  0.135
C -0.33 -1.98 -4.77  -0.089
C -0.18 -2.74 -3.50  -0.337
O -0.47 -1.91 -2.40  -0.125
H -1.27 -1.43 -4.90  0.083
H -0.23 -2.53 -5.66  0.059
H 0.44 -1.23 -4.74  0.048
H 0.82 -3.24 -3.41  0.117
H -0.87 -3.61 -3.54  0.124
H 0.06 -1.07 -2.39  0.046
C -4.01 0.41 -0.20  -0.080
C -4.49 1.27 -1.35  -0.348
O -5.71 1.86 -1.03  -0.079
H -3.07 -0.10 -0.49  0.057
H -4.65 -0.41 0.10  0.081
H -3.65 0.97 0.63  0.048
H -4.64 0.68 -2.25  0.110
H -3.77 2.02 -1.64  0.096
H -6.35 1.12 -0.91  0.106
C 0.38 -1.30 4.33  -0.143
O 0.38 -2.28 3.38  -0.097
H 0.89 -0.42 3.97  0.085
H 0.89 -1.60 5.19  0.076
H -0.61 -1.07 4.61  0.092
H -0.14 -3.03 3.61  0.097
C 2.51 2.30 3.24  -0.145
O 3.70 1.75 3.78  -0.095
H 1.77 1.54 3.10  0.040
H 2.65 2.87 2.33  0.056
H 2.25 3.13 3.86  0.069
H 4.33 2.43 3.70  0.041
C 2.71 -1.15 -2.59  -0.162
O 1.68 -0.27 -2.52  -0.141
H 2.69 -2.00 -1.87  0.107
H 3.67 -0.68 -2.61  0.074
H 2.52 -1.57 -3.62  0.095
H 1.73 0.23 -3.34  0.096
C -1.14 1.50 -3.28  -0.157
O -1.86 2.51 -3.96  -0.107
H -0.82 0.76 -4.05  0.080
H -1.70 1.04 -2.48  0.058
H -0.26 1.90 -2.80  0.058
H -2.50 2.07 -4.52  0.086
C 1.56 2.80 -0.23  -0.195
O 2.38 3.81 -0.75  -0.086
H 1.05 3.14 0.66  0.050
H 2.08 1.84 0.05  0.099
H 0.79 2.48 -0.91  0.047
H 2.88 4.25 -0.07  0.072
C 0.06 -0.48 0.35  -0.146
O 0.56 -0.08 1.61  -0.177
H 0.71 -1.31 -0.02  0.070
H 0.10 0.32 -0.38  0.061
H -0.98 -0.88 0.47  0.099
H 0.56 -0.87 2.20  0.037
C 3.33 -1.70 2.10  -0.129
O 3.45 -2.69 3.14  -0.105
H 3.30 -0.74 2.53  0.049
H 2.34 -1.78 1.60  0.058
H 4.04 -1.77 1.30  0.079
H 2.67 -2.63 3.69  0.043
C -0.27 -3.94 -0.14  -0.157
O -0.70 -5.22 0.38  -0.110
H -0.33 -3.17 0.62  0.038
H -0.95 -3.55 -0.90  0.070
H 0.79 -3.81 -0.34  0.085
H -1.54 -4.96 0.78  0.070

Values from the calculation:
E_tot, eV: -39755.8883
Relative energy (zero: lowest compared OMol25 entry of this formula, charge and spin), eV: 8.911
Total charge: 0
SMILES: NC(N)=O.CCO.CCO.CO.CO.CO.CO.CO.CO.CO.CO
E_HOMO, eV: -9.00
Multiplicity: 1
Lowest unoccupied orbital energy, eV: 0.3
HOMO-LUMO gap, eV: 9.2585

=====

# 4
Here is a 11-piece molecular cluster, C13H48N4O11 overall from the OMol25 dataset. Energies are from the ωB97M-V functional and the def2-TZVPD basis.

Last column: Löwdin charge in e.
Cartesian coordinates (Å):
N -0.02 1.90 -1.91  0.150
C 0.17 3.18 -2.24  -0.653
N 0.40 3.37 -3.51  0.144
O 0.13 4.20 -1.41  -0.067
H -0.20 1.58 -0.91  0.078
H 0.29 1.11 -2.41  0.050
H 0.30 4.31 -3.92  0.126
H 0.19 2.70 -4.33  0.156
N -0.48 0.98 0.56  0.183
C 0.36 0.03 0.46  -0.583
N -0.08 -1.05 -0.13  0.182
O 1.63 0.19 0.90  -0.079
H -0.18 1.78 1.11  0.096
H -1.45 0.99 0.29  0.053
H 0.71 -1.81 -0.13  0.107
H -1.02 -1.25 -0.37  0.066
C -1.09 -3.75 -1.72  -0.071
C -2.58 -3.50 -1.61  -0.253
O -2.74 -2.27 -0.85  -0.120
H -0.63 -2.84 -2.09  0.060
H -0.70 -4.55 -2.31  0.077
H -0.67 -4.05 -0.76  0.075
H -3.10 -4.29 -1.05  0.119
H -2.99 -3.41 -2.61  0.109
H -3.66 -2.17 -0.62  0.079
C -1.04 3.98 1.98  -0.114
C -0.07 3.79 3.08  -0.277
O 0.73 2.74 2.58  -0.076
H -1.65 3.11 1.73  0.049
H -0.64 4.31 1.02  0.071
H -1.63 4.85 2.15  0.070
H -0.55 3.65 4.07  0.128
H 0.52 4.72 3.09  0.121
H 1.36 3.12 2.01  0.073
C -3.15 2.37 -0.36  -0.115
O -2.87 0.99 -0.43  -0.161
H -3.93 2.49 -1.16  0.116
H -2.27 2.92 -0.68  0.076
H -3.52 2.68 0.58  0.068
H -3.69 0.61 -0.78  0.108
C 3.19 -2.92 0.51  -0.149
O 1.87 -2.82 0.17  -0.130
H 3.38 -2.60 1.55  0.082
H 3.66 -2.15 -0.17  0.098
H 3.74 -3.83 0.42  0.080
H 1.47 -3.26 0.93  0.107
C 1.19 -0.85 3.82  -0.213
O 2.40 -0.87 3.22  -0.168
H 0.86 -1.86 4.02  0.072
H 0.53 -0.33 3.11  0.064
H 1.32 -0.27 4.74  0.087
H 2.15 -0.56 2.28  0.041
C -1.80 -2.06 2.37  -0.176
O -2.05 -2.78 3.56  -0.096
H -1.67 -0.99 2.57  0.080
H -2.67 -2.06 1.71  0.064
H -1.01 -2.40 1.74  0.047
H -2.72 -2.27 4.01  0.077
C 4.75 0.30 1.64  -0.160
O 4.46 0.33 0.25  -0.142
H 4.71 -0.78 2.02  0.084
H 4.06 0.93 2.22  0.079
H 5.76 0.65 1.72  0.065
H 3.52 0.26 0.14  0.000
C 2.20 -1.02 -2.49  -0.104
O 0.88 -0.53 -2.70  -0.164
H 2.76 -0.47 -1.72  0.082
H 2.73 -0.96 -3.43  0.090
H 2.04 -2.03 -2.23  0.060
H 0.43 -0.86 -1.89  0.025
C -2.18 -0.10 -3.69  -0.192
O -2.07 1.29 -3.73  -0.146
H -1.44 -0.63 -4.27  0.071
H -3.17 -0.38 -3.98  0.075
H -2.07 -0.49 -2.67  0.047
H -1.38 1.62 -3.07  0.041

Values from the calculation:
E_tot, eV: -42738.0969
Relative energy (zero: lowest compared OMol25 entry of this formula, charge and spin), eV: 0.607
Total charge: 0
SMILES: NC(N)=O.NC(N)=O.CCO.CCO.CO.CO.CO.CO.CO.CO.CO
E_HOMO, eV: -9.00
Multiplicity: 1
Lowest unoccupied orbital energy, eV: -0.2
HOMO-LUMO gap, eV: 8.8513

=====

# 5
Here is a 11-piece molecular cluster, C13H50N2O11 overall from the OMol25 dataset. Energies are from the ωB97M-V functional and the def2-TZVPD basis.

Last column: Löwdin charge in e.
Cartesian coordinates (Å):
C 7.66 -0.99 0.99  -0.118
O 7.18 -0.15 -0.02  -0.203
C 5.90 0.41 0.28  -0.208
C 5.48 1.24 -0.91  -0.438
C 4.18 1.97 -0.62  -0.072
N 5.42 0.47 -2.16  0.055
H 8.00 -0.40 1.86  0.088
H 8.52 -1.51 0.57  0.088
H 6.90 -1.71 1.31  0.085
H 5.19 -0.43 0.31  0.118
H 5.93 0.93 1.24  0.130
H 6.24 2.02 -1.05  0.139
H 3.80 2.61 -1.42  0.076
H 4.21 2.54 0.31  0.080
H 3.39 1.22 -0.46  0.047
H 4.65 -0.19 -2.11  0.031
H 6.28 -0.07 -2.11  0.066
C -3.73 -6.94 0.94  -0.118
O -4.04 -5.64 0.49  -0.198
C -3.18 -4.66 1.06  -0.227
C -3.68 -3.31 0.60  -0.432
C -2.68 -2.20 0.84  -0.061
N -4.99 -2.99 1.21  0.040
H -2.69 -7.21 0.72  0.087
H -4.38 -7.63 0.42  0.086
H -3.93 -7.02 2.02  0.087
H -3.18 -4.78 2.15  0.129
H -2.15 -4.85 0.70  0.126
H -3.92 -3.44 -0.46  0.142
H -2.88 -1.25 0.35  0.050
H -1.73 -2.59 0.47  0.076
H -2.51 -2.02 1.90  0.081
H -4.91 -3.09 2.22  0.066
H -5.66 -3.70 0.94  0.063
C -3.69 4.22 -1.44  -0.135
O -4.71 3.24 -1.36  -0.119
H -3.08 4.20 -0.53  0.072
H -3.01 4.10 -2.29  0.077
H -4.09 5.24 -1.51  0.081
H -4.89 2.92 -2.25  0.100
C -1.40 2.12 3.40  -0.139
O -2.10 2.64 2.29  -0.129
H -1.87 2.45 4.34  0.084
H -1.37 1.04 3.41  0.081
H -0.40 2.56 3.48  0.080
H -2.56 3.42 2.61  0.089
C -2.86 -0.11 -2.72  -0.155
O -2.19 1.11 -2.97  -0.143
H -3.46 -0.13 -1.80  0.058
H -3.53 -0.36 -3.54  0.076
H -2.09 -0.88 -2.54  0.077
H -1.77 1.39 -2.14  0.012
C 2.54 -0.92 1.75  -0.170
O 1.68 -1.63 0.90  -0.120
H 2.10 -0.93 2.75  0.080
H 3.44 -1.53 1.98  0.076
H 2.84 0.08 1.46  0.062
H 2.06 -1.66 0.01  0.037
C -0.06 1.09 0.09  -0.112
O -1.03 1.88 -0.60  -0.144
H 0.45 1.75 0.81  0.077
H -0.43 0.24 0.67  0.080
H 0.65 0.71 -0.63  0.076
H -1.76 2.04 0.01  0.049
O -0.45 3.59 -3.63  -0.049
H -0.12 4.36 -3.16  0.028
H -0.67 2.94 -2.96  -0.011
O 2.60 -0.82 -1.90  -0.053
H 2.40 -1.73 -2.18  0.062
H 2.54 -0.31 -2.72  0.068
O 1.48 4.07 -0.56  -0.046
H 0.60 3.68 -0.58  0.006
H 1.43 4.75 0.12  0.040
O -4.13 1.17 0.37  -0.060
H -3.53 1.34 1.10  0.002
H -4.21 2.01 -0.10  -0.005

Values from the calculation:
E_tot, eV: -39791.6758
Total charge: 0
SMILES: COC[C@H](C)N.COC[C@H](C)N.CO.CO.CO.CO.CO.O.O.O.O
E_HOMO, eV: -9.10
Multiplicity: 1
Lowest unoccupied orbital energy, eV: 0.1
HOMO-LUMO gap, eV: 9.2027

=====

# 6
Here is a 11-piece molecular cluster, C13H50N4O13 overall from the OMol25 dataset. Energies are from the ωB97M-V functional and the def2-TZVPD basis.

Last column: Löwdin charge in e.
Cartesian coordinates (Å):
C -1.49 1.57 3.91  -0.137
O -0.48 2.10 4.71  -0.215
C 0.65 1.21 4.84  -0.183
C 1.37 0.69 3.61  -0.231
N 2.01 1.74 2.90  -0.026
C 1.10 2.78 2.35  -0.129
C 2.03 3.88 1.64  -0.144
O 2.67 3.40 0.44  -0.266
C 4.02 3.81 0.34  -0.088
H -1.74 0.52 4.18  0.094
H -1.21 1.51 2.83  0.070
H -2.41 2.19 3.99  0.100
H 0.14 0.34 5.37  0.136
H 1.34 1.67 5.53  0.117
H 0.68 0.20 2.99  0.073
H 2.07 -0.11 3.99  0.143
H 2.55 1.35 2.18  0.044
H 0.53 3.28 3.09  0.098
H 0.43 2.45 1.58  0.082
H 2.80 4.25 2.35  0.123
H 1.40 4.75 1.39  0.119
H 4.39 3.53 -0.62  0.085
H 4.65 3.25 1.11  0.117
H 4.13 4.86 0.55  0.083
C -4.99 1.40 -1.06  -0.122
O -3.83 0.70 -1.35  -0.232
C -4.05 -0.71 -1.42  -0.179
C -2.89 -1.34 -2.22  -0.191
N -3.02 -0.91 -3.61  -0.034
C -1.78 -0.70 -4.29  -0.203
C -1.15 -2.03 -4.74  -0.199
O -0.92 -2.73 -3.56  -0.277
C -0.63 -4.09 -3.60  -0.078
H -4.83 2.46 -1.30  0.099
H -5.20 1.27 -0.01  0.087
H -5.83 1.04 -1.66  0.089
H -5.00 -0.97 -1.93  0.125
H -4.24 -1.08 -0.39  0.119
H -3.00 -2.42 -2.19  0.113
H -1.93 -1.24 -1.70  0.098
H -3.40 0.00 -3.57  0.087
H -0.99 -0.23 -3.60  0.128
H -1.94 -0.04 -5.12  0.115
H -0.22 -1.92 -5.24  0.106
H -1.94 -2.60 -5.30  0.141
H 0.29 -4.25 -4.12  0.088
H -1.41 -4.62 -4.16  0.100
H -0.54 -4.43 -2.60  0.077
N -0.93 1.29 -0.73  0.217
C -0.22 0.38 -0.04  -0.640
N 1.15 0.46 -0.22  0.191
O -0.72 -0.44 0.73  -0.018
H -1.89 1.25 -0.78  0.055
H -0.44 1.83 -1.41  0.072
H 1.56 1.38 -0.46  0.069
H 1.72 -0.01 0.44  0.052
O 0.81 -2.61 -1.44  -0.063
H 0.18 -2.38 -2.14  0.004
H 0.33 -2.50 -0.60  0.039
O 2.65 -3.63 3.69  -0.074
H 3.02 -2.73 3.71  0.028
H 1.79 -3.50 3.26  -0.009
O -2.91 -2.24 1.49  -0.073
H -2.28 -1.62 1.07  -0.008
H -2.54 -2.13 2.38  0.029
O 1.29 2.80 -1.72  -0.101
H 1.66 3.23 -0.90  0.020
H 1.56 3.41 -2.47  0.096
O -0.05 -2.89 2.51  -0.073
H -0.82 -3.28 2.03  0.050
H 0.10 -2.12 1.93  0.007
O 2.83 -2.40 0.85  -0.020
H 2.53 -2.30 -0.06  0.032
H 3.00 -3.29 0.97  0.021
O 4.10 -0.02 0.94  -0.065
H 4.06 -0.97 1.06  -0.016
H 5.08 0.12 0.91  0.065
O 1.84 -0.15 -4.20  -0.078
H 1.65 0.36 -3.37  0.039
H 1.70 -1.08 -3.93  0.030

Values from the calculation:
E_tot, eV: -46868.9794
Total charge: 0
SMILES: COCCNCCOC.COCCNCCOC.NC(N)=O.O.O.O.O.O.O.O.O
E_HOMO, eV: -8.70
Multiplicity: 1
Lowest unoccupied orbital energy, eV: 0.3
HOMO-LUMO gap, eV: 8.9822

=====

Q: Look up the multiplicity of the second one.
A: 2